Entry 1:
{"formula": "C3H9BrNaO4P", "method": "wB97M-V/def2-TZVPD", "lumo_energy_ev": -1.02, "homo_ha": -0.2454, "e_above_lowest_kj_mol": 544.56, "elements": ["Na", "Br", "C", "O", "P", "O", "O", "C", "O", "C", "H", "H", "H", "H", "H", "H", "H", "H", "H"], "positions_angstrom": [[-10.079, -9.295, -15.477], [-9.136, -10.746, -16.806], [-11.001, -7.159, -17.709], [-10.330, -7.219, -18.971], [-10.658, -8.256, -20.201], [-12.120, -8.470, -20.413], [-9.697, -9.528, -19.931], [-10.148, -10.298, -18.856], [-9.893, -7.539, -21.420], [-10.243, -6.260, -22.015], [-10.444, -7.684, -16.933], [-12.014, -7.551, -17.800], [-11.213, -6.111, -17.500], [-10.988, -9.864, -18.314], [-9.317, -10.313, -18.150], [-10.522, -11.269, -19.180], [-9.486, -5.478, -21.957], [-11.217, -5.856, -21.738], [-10.488, -6.323, -23.075]], "nbo_charge": [0.91, -0.72, -0.23, -0.83, 2.54, -1.10, -0.78, -0.28, -0.81, -0.26, 0.11, 0.20, 0.20, 0.13, 0.13, 0.18, 0.19, 0.19, 0.19]}



Entry 2:
{"formula": "C3H4FN3S", "method": "wB97M-V/def2-TZVPD", "lumo_energy_ev": -0.40, "homo_ha": -0.3351, "smiles": "Cc1nnc(SF)[nH]1", "e_above_lowest_kj_mol": 187.70, "elements": ["C", "C", "C", "N", "N", "N", "F", "S", "H", "H", "H", "H"], "positions_angstrom": [[-0.803, -0.831, -0.227], [-2.840, -0.308, -0.184], [0.611, -1.000, -0.599], [-1.341, -1.422, 0.759], [-2.671, -1.053, 0.871], [-1.752, -0.104, -0.997], [-4.968, 0.147, 0.987], [-4.437, 0.532, -0.536], [1.121, 0.060, -0.902], [1.170, -1.403, 0.311], [0.608, -1.597, -1.602], [-1.667, 0.422, -1.794]], "nbo_charge": [0.32, 0.18, -0.66, -0.28, -0.29, -0.59, -0.45, 0.61, 0.22, 0.27, 0.24, 0.42]}



Entry 3:
{"formula": "C5H8Cl2N3", "method": "wB97M-V/def2-TZVPD", "charge": 1, "lumo_energy_ev": -4.07, "homo_ha": -0.4901, "smiles": "C[C@@]1([NH3+])C=NN=C(Cl)[C@@H]1Cl", "e_above_lowest_kj_mol": 211.89, "elements": ["C", "C", "C", "C", "C", "N", "N", "N", "Cl", "Cl", "H", "H", "H", "H", "H", "H", "H", "H"], "positions_angstrom": [[0.038, 0.392, -1.877], [1.189, 2.682, -0.925], [1.506, 1.126, -0.052], [0.269, 0.295, -0.372], [-0.954, 0.770, 0.407], [0.180, 1.450, -2.548], [0.527, 2.614, -1.987], [0.570, -1.136, -0.003], [1.812, 4.036, -0.212], [2.990, 0.361, -0.686], [-0.273, -0.484, -2.428], [1.637, 1.376, 0.994], [-0.757, 0.749, 1.479], [-1.814, 0.146, 0.183], [-1.197, 1.789, 0.122], [0.427, -1.282, 1.003], [1.582, -1.267, -0.236], [-0.005, -1.804, -0.528]], "nbo_charge": [0.05, 0.23, -0.28, 0.01, -0.63, -0.16, -0.27, -0.69, 0.17, 0.02, 0.21, 0.25, 0.23, 0.24, 0.27, 0.45, 0.46, 0.45]}



Entry 4:
{"formula": "C6H27NO8", "method": "wB97M-V/def2-TZVPD", "lumo_energy_ev": 0.14, "homo_ha": -0.3257, "smiles": "CCN(CC)CC=O.O.O.O.O.O.O.O", "e_above_lowest_kj_mol": 646.62, "elements": ["C", "C", "N", "C", "C", "C", "C", "O", "H", "H", "H", "H", "H", "H", "H", "H", "H", "H", "H", "H", "H", "H", "H", "O", "H", "H", "O", "H", "H", "O", "H", "H", "O", "H", "H", "O", "H", "H", "O", "H", "H", "O"], "positions_angstrom": [[-1.140, -1.715, -1.640], [-1.448, -1.093, -0.290], [-1.361, 0.480, -0.401], [-2.484, 1.344, 0.088], [-3.492, 1.250, -1.127], [0.054, 0.750, 0.000], [0.511, 2.065, -0.580], [1.555, 2.601, -0.235], [-0.195, -2.322, -1.546], [-1.912, -2.320, -2.046], [-0.889, -1.030, -2.479], [-0.887, -1.484, 0.501], [-2.514, -1.377, -0.114], [-2.158, 2.262, 0.473], [-2.915, 0.892, 1.038], [-4.112, 1.946, -1.548], [-2.745, 1.101, -1.969], [-3.912, 0.261, -0.878], [0.756, -0.125, -0.361], [0.311, 0.716, 1.153], [0.177, 2.311, -1.522], [3.405, 0.583, 3.204], [3.400, 1.712, 2.456], [3.272, 0.866, 2.437], [-1.953, 0.066, 3.017], [-1.356, -0.655, 4.337], [-2.140, -0.074, 3.930], [2.692, -0.733, -1.267], [2.258, -1.233, -2.695], [2.222, -1.393, -1.766], [-1.058, 0.945, -3.068], [-0.875, 1.748, -4.287], [-0.663, 1.086, -3.854], [0.956, -1.499, 2.366], [0.909, -1.030, 3.901], [0.461, -1.070, 2.994], [3.299, 0.889, -0.095], [4.172, 0.383, 0.937], [3.959, 0.175, 0.012], [2.675, -2.090, 0.343], [1.276, -2.528, -0.081], [1.890, -2.662, 0.662]], "nbo_charge": [-0.63, -0.22, -0.49, -0.21, -0.62, -0.37, 0.43, -0.55, 0.20, 0.22, 0.22, 0.20, 0.20, 0.20, 0.18, 0.22, 0.20, 0.21, 0.26, 0.22, 0.13, 0.45, 0.46, -0.89, 0.47, 0.48, -0.95, 0.50, 0.49, -0.98, 0.47, 0.45, -0.92, 0.50, 0.48, -0.97, 0.48, 0.50, -0.98, 0.49, 0.48, -0.97]}



Entry 5:
{"formula": "C4H33NO16", "method": "wB97M-V/def2-TZVPD", "lumo_energy_ev": -0.14, "homo_ha": -0.3639, "e_above_lowest_kj_mol": 335.06, "elements": ["C", "N", "C", "C", "C", "O", "O", "O", "H", "H", "H", "H", "H", "H", "H", "H", "H", "O", "H", "H", "O", "H", "H", "O", "H", "H", "O", "H", "H", "O", "H", "H", "O", "H", "H", "O", "H", "H", "O", "H", "H", "O", "H", "H", "O", "H", "H", "O", "H", "H", "O", "H", "H", "O"], "positions_angstrom": [[0.019, 3.073, -2.800], [0.605, 2.552, -1.710], [0.942, 3.381, -0.561], [0.656, 1.096, -1.587], [-0.668, 0.402, -1.296], [-1.409, 0.191, -2.359], [-1.009, -0.015, -0.217], [-0.620, 2.351, -3.575], [0.124, 4.085, -3.176], [0.800, 2.774, 0.326], [2.045, 3.577, -0.564], [0.485, 4.344, -0.206], [1.077, 0.641, -2.471], [1.434, 0.778, -0.867], [-1.372, 0.949, -3.056], [2.728, -2.215, 2.519], [3.615, -1.786, 3.805], [3.242, -1.517, 2.966], [-0.341, -0.537, 4.045], [-0.266, 0.225, 5.357], [0.292, -0.124, 4.642], [1.180, -3.527, 2.220], [0.822, -4.284, 3.603], [1.429, -3.735, 3.110], [-3.104, -0.748, -1.491], [-2.934, -1.084, -0.170], [-3.556, -1.391, -0.886], [-2.249, 1.441, 2.400], [-3.655, 1.041, 2.165], [-3.048, 1.199, 2.898], [-1.120, -2.553, -4.625], [0.049, -1.419, -4.863], [-0.632, -1.980, -5.223], [-4.323, 0.202, -0.064], [-4.885, 1.359, -0.921], [-4.299, 1.171, -0.185], [1.677, 0.691, 3.216], [2.087, 0.381, 1.651], [1.552, 0.881, 2.265], [-0.927, -3.483, 0.086], [-0.774, -3.811, 1.692], [-0.391, -3.809, 0.816], [-2.796, -3.599, -2.749], [-3.046, -2.209, -2.823], [-2.397, -2.824, -3.184], [3.342, -1.872, 0.129], [2.007, -2.680, -0.127], [2.740, -2.215, -0.534], [1.359, 3.719, 3.107], [2.324, 2.923, 2.296], [1.839, 3.760, 2.274], [5.365, 0.730, 1.651], [4.243, -0.073, 2.161], [4.412, 0.642, 1.553]], "nbo_charge": [0.54, -0.41, -0.46, -0.34, 0.80, -0.73, -0.61, -0.68, 0.17, 0.25, 0.21, 0.25, 0.24, 0.25, 0.54, 0.50, 0.50, -0.99, 0.48, 0.48, -0.95, 0.49, 0.49, -0.98, 0.49, 0.49, -0.98, 0.47, 0.48, -0.95, 0.51, 0.47, -0.99, 0.48, 0.48, -0.97, 0.51, 0.49, -0.99, 0.51, 0.49, -0.99, 0.47, 0.48, -0.95, 0.48, 0.48, -0.95, 0.47, 0.49, -0.96, 0.47, 0.49, -0.97]}



Entry 6:
{"formula": "C2H6O2S2", "method": "wB97M-V/def2-TZVPD", "lumo_energy_ev": 0.48, "homo_ha": -0.3218, "smiles": "O=CO.CSS", "e_above_lowest_kj_mol": 32.40, "elements": ["C", "S", "S", "H", "H", "H", "H", "O", "C", "O", "H", "H"], "positions_angstrom": [[-1.238, -2.722, 0.516], [-0.621, -1.161, -0.184], [-1.172, 0.293, 1.124], [-1.526, -3.376, -0.303], [-0.422, -3.159, 1.021], [-2.114, -2.566, 1.137], [-0.765, -0.253, 2.274], [2.454, 0.598, -1.112], [1.884, 1.614, -1.373], [1.119, 2.359, -0.564], [1.966, 2.055, -2.378], [0.809, 1.770, 0.149]], "nbo_charge": [-0.74, 0.09, -0.15, 0.23, 0.22, 0.23, 0.13, -0.57, 0.65, -0.69, 0.10, 0.50]}



Entry 7:
{"formula": "C2H4N2O3", "method": "wB97M-V/def2-TZVPD", "lumo_energy_ev": 0.44, "homo_ha": -0.3887, "smiles": "O=[N+]([O-])O.CC#N", "e_above_lowest_kj_mol": 605.50, "elements": ["C", "C", "N", "N", "O", "O", "O", "H", "H", "H", "H"], "positions_angstrom": [[-0.280, 0.636, -0.146], [0.669, -0.446, -0.077], [-0.800, 1.669, -0.247], [-3.115, -0.206, 0.098], [-4.032, -0.908, -0.031], [-3.463, 1.095, 0.155], [-1.972, -0.557, 0.173], [0.458, -1.234, -0.861], [0.697, -0.876, 0.956], [1.700, -0.067, -0.093], [-2.870, 1.691, -0.309]], "nbo_charge": [0.37, -0.74, -0.45, 0.75, -0.32, -0.53, -0.40, 0.27, 0.26, 0.26, 0.53]}



Entry 8:
{"formula": "C11H9F3N6", "method": "wB97M-V/def2-TZVPD", "lumo_energy_ev": 0.00, "homo_ha": -0.3159, "smiles": "Nc1nc(N/N=C/c2ccccc2)nc(C(F)(F)F)n1", "elements": ["F", "F", "F", "N", "N", "N", "N", "C", "C", "C", "C", "C", "C", "C", "C", "C", "C", "N", "N", "C", "H", "H", "H", "H", "H", "H", "H", "H", "H"], "positions_angstrom": [[4.182, -0.443, -4.188], [5.555, -1.246, -2.629], [4.029, -2.564, -3.772], [1.529, 0.963, 1.699], [0.826, -0.935, -0.732], [1.610, -1.523, -2.733], [2.956, -0.429, -1.265], [0.258, 0.783, 2.098], [0.686, -1.469, -1.852], [1.957, -0.453, -0.434], [2.838, -1.205, -2.335], [-2.486, 3.749, 3.847], [-1.094, 3.956, 3.950], [-2.937, 2.589, 3.259], [-0.131, 2.992, 3.384], [-2.042, 1.647, 2.749], [-0.597, 1.820, 2.732], [-0.345, -2.371, -2.014], [2.295, 0.083, 0.866], [4.238, -1.350, -3.195], [-0.166, -0.133, 1.716], [-3.167, 4.494, 4.170], [-0.743, 4.915, 4.492], [-4.057, 2.542, 3.119], [0.883, 3.057, 3.615], [-2.453, 0.831, 2.147], [-0.371, -2.923, -2.829], [-1.172, -2.363, -1.377], [3.264, 0.333, 0.859]], "nbo_charge": [-0.31, -0.32, -0.32, -0.24, -0.55, -0.53, -0.54, 0.05, 0.59, 0.59, 0.42, -0.22, -0.20, -0.21, -0.17, -0.19, -0.10, -0.78, -0.44, 0.96, 0.19, 0.22, 0.22, 0.22, 0.22, 0.21, 0.40, 0.41, 0.40]}



Entry 9:
{"formula": "C2H7N3", "method": "wB97M-V/def2-TZVPD", "lumo_energy_ev": 1.09, "homo_ha": -0.2779, "smiles": "C#N.CNN", "e_above_lowest_kj_mol": 294.99, "elements": ["C", "N", "N", "C", "N", "H", "H", "H", "H", "H", "H", "H"], "positions_angstrom": [[0.510, 1.277, -0.157], [0.479, -0.051, 0.665], [1.297, -1.064, 0.016], [-2.236, -0.507, -0.327], [-1.551, -1.189, 0.318], [0.929, 0.118, 1.565], [0.760, -1.329, -0.809], [1.291, -1.874, 0.633], [-3.060, -0.080, -0.854], [1.554, 1.509, -0.402], [0.068, 2.072, 0.432], [-0.040, 1.116, -1.081]], "nbo_charge": [-0.44, -0.45, -0.69, 0.02, -0.29, 0.34, 0.34, 0.35, 0.23, 0.19, 0.20, 0.18]}



Entry 10:
{"formula": "C4H6N2O", "method": "wB97M-V/def2-TZVPD", "lumo_energy_ev": 0.68, "homo_ha": -0.3208, "smiles": "Cc1ncc(O)[nH]1", "e_above_lowest_kj_mol": 141.04, "elements": ["C", "C", "N", "C", "C", "O", "N", "H", "H", "H", "H", "H", "H"], "positions_angstrom": [[2.162, -0.260, 0.132], [0.702, -0.085, -0.160], [0.123, -0.557, -1.221], [-1.237, -0.299, -1.066], [-1.458, 0.252, 0.140], [-2.584, 0.631, 0.799], [-0.211, 0.477, 0.758], [2.722, -0.212, -0.805], [2.348, -1.249, 0.572], [2.548, 0.486, 0.833], [-1.961, -0.516, -1.834], [-2.943, -0.173, 1.196], [-0.260, 1.497, 0.683]], "nbo_charge": [-0.66, 0.37, -0.44, -0.15, 0.37, -0.68, -0.62, 0.24, 0.23, 0.22, 0.21, 0.49, 0.41]}



Entry 11:
{"formula": "C30H46F6N4O22", "method": "wB97M-V/def2-TZVPD", "lumo_energy_ev": 0.14, "homo_ha": -0.3340, "smiles": "O=C1OC[C@@H](F)O1.O=C1OC[C@@H](F)O1.O=C1OC[C@@H](F)O1.O=C1OC[C@@H](F)O1.O=C1OC[C@@H](F)O1.O=C1OC[C@@H](F)O1.CN(C)C=O.CN(C)C=O.CN(C)C=O.CN(C)C=O", "e_above_lowest_kj_mol": 125.49, "elements": ["C", "C", "O", "C", "O", "O", "F", "H", "H", "H", "C", "C", "O", "C", "O", "O", "F", "H", "H", "H", "C", "C", "O", "C", "O", "O", "F", "H", "H", "H", "C", "C", "O", "C", "O", "O", "F", "H", "H", "H", "C", "C", "O", "C", "O", "O", "F", "H", "H", "H", "C", "C", "O", "C", "O", "O", "F", "H", "H", "H", "C", "O", "N", "C", "C", "H", "H", "H", "H", "H", "H", "H", "C", "O", "N", "C", "C", "H", "H", "H", "H", "H", "H", "H", "C", "O", "N", "C", "C", "H", "H", "H", "H", "H", "H", "H", "C", "O", "N", "C", "C", "H", "H", "H", "H", "H", "H", "H"], "positions_angstrom": [[12.678, 9.825, 13.833], [12.360, 8.833, 14.916], [13.394, 9.030, 15.864], [14.432, 9.714, 15.346], [15.485, 9.854, 15.866], [14.009, 10.244, 14.178], [12.426, 7.544, 14.441], [12.059, 10.719, 13.794], [12.611, 9.338, 12.875], [11.484, 8.858, 15.469], [11.396, 19.584, 7.052], [12.852, 19.137, 6.722], [13.497, 19.494, 7.990], [12.806, 20.541, 8.610], [13.284, 21.159, 9.528], [11.569, 20.704, 8.029], [13.617, 19.862, 5.793], [10.953, 18.699, 7.511], [10.856, 19.964, 6.171], [12.957, 18.138, 6.437], [5.747, 14.496, 11.143], [6.742, 13.525, 11.748], [7.591, 13.301, 10.639], [7.135, 13.945, 9.502], [7.798, 13.882, 8.512], [6.024, 14.561, 9.753], [6.012, 12.395, 12.067], [5.790, 15.504, 11.556], [4.774, 14.047, 11.226], [7.396, 13.697, 12.607], [16.766, 11.674, 12.964], [17.986, 12.346, 12.523], [17.684, 13.677, 12.212], [16.257, 13.763, 12.319], [15.746, 14.798, 12.012], [15.740, 12.658, 12.665], [18.493, 11.800, 11.326], [16.727, 11.555, 14.031], [16.668, 10.735, 12.401], [18.746, 12.189, 13.248], [10.271, 19.061, 10.701], [10.512, 18.332, 11.984], [9.581, 17.281, 11.971], [8.717, 17.493, 10.939], [7.752, 16.810, 10.853], [9.052, 18.518, 10.190], [10.247, 19.151, 13.032], [11.072, 18.872, 9.969], [10.181, 20.076, 10.906], [11.560, 18.011, 12.083], [15.317, 12.084, 8.627], [15.029, 10.916, 7.743], [14.144, 10.198, 8.500], [14.054, 10.562, 9.805], [13.435, 9.950, 10.617], [14.850, 11.652, 9.957], [16.175, 10.151, 7.455], [14.758, 12.998, 8.299], [16.359, 12.332, 8.844], [14.582, 11.214, 6.793], [17.741, 15.399, 9.833], [17.190, 14.457, 9.335], [17.262, 16.655, 9.910], [17.766, 17.478, 10.987], [16.021, 17.067, 9.278], [18.653, 15.419, 10.504], [18.033, 18.491, 10.563], [18.674, 17.044, 11.433], [16.959, 17.646, 11.704], [16.246, 18.064, 8.822], [15.772, 16.403, 8.419], [15.246, 17.172, 10.005], [9.618, 16.159, 6.151], [10.270, 17.171, 6.165], [10.193, 14.933, 6.333], [9.664, 13.711, 5.775], [11.688, 14.827, 6.553], [8.537, 16.052, 5.977], [9.402, 13.046, 6.536], [10.488, 13.223, 5.191], [8.805, 13.973, 5.297], [12.250, 15.268, 5.665], [11.871, 15.473, 7.482], [11.905, 13.772, 6.730], [9.063, 9.517, 12.274], [10.199, 9.282, 12.736], [8.661, 9.430, 11.001], [7.221, 9.505, 10.766], [9.673, 9.025, 10.060], [8.207, 9.734, 12.960], [6.796, 10.472, 11.051], [6.741, 8.689, 11.338], [7.118, 9.414, 9.662], [9.677, 9.788, 9.257], [10.552, 9.139, 10.610], [9.541, 7.980, 9.749], [10.952, 14.761, 9.789], [11.398, 15.910, 9.974], [11.520, 13.642, 10.260], [10.836, 12.324, 10.116], [12.548, 13.877, 11.247], [10.089, 14.572, 9.126], [10.453, 11.965, 11.093], [11.631, 11.667, 9.804], [10.055, 12.451, 9.391], [12.305, 14.792, 11.802], [12.627, 13.052, 11.964], [13.484, 14.143, 10.771]], "lowdin_charge": [-0.07, -0.28, 0.13, -0.56, 0.17, 0.06, 0.06, 0.13, 0.10, 0.14, -0.02, -0.20, 0.07, -0.52, 0.15, 0.04, 0.02, 0.10, 0.15, 0.13, -0.04, -0.26, 0.09, -0.57, 0.14, 0.12, 0.02, 0.13, 0.14, 0.18, -0.01, -0.30, 0.10, -0.55, 0.16, 0.12, 0.02, 0.13, 0.16, 0.16, -0.04, -0.32, 0.13, -0.57, 0.17, 0.13, 0.07, 0.13, 0.13, 0.18, -0.02, -0.30, 0.13, -0.53, 0.17, 0.05, 0.04, 0.15, 0.12, 0.17, -0.37, 0.02, -0.21, -0.06, -0.04, 0.14, 0.10, 0.09, 0.09, 0.10, 0.10, 0.08, -0.31, 0.01, -0.18, -0.06, -0.03, 0.15, 0.05, 0.11, 0.06, 0.11, 0.09, 0.07, -0.31, -0.02, -0.19, -0.03, -0.03, 0.15, 0.06, 0.10, 0.10, 0.10, 0.05, 0.11, -0.33, -0.02, -0.15, 0.00, -0.03, 0.12, 0.10, 0.06, 0.07, 0.09, 0.10, 0.08]}



Entry 12:
{"formula": "C4H12O2", "method": "wB97M-V/def2-TZVPD", "lumo_energy_ev": 0.80, "homo_ha": -0.3395, "smiles": "C=C(C)C.O.O", "e_above_lowest_kj_mol": 108.89, "elements": ["C", "C", "C", "C", "H", "H", "H", "H", "H", "H", "H", "H", "H", "H", "O", "H", "H", "O"], "positions_angstrom": [[-0.547, 0.052, -0.331], [0.255, -1.222, -0.715], [0.730, -1.981, 0.273], [0.368, -1.533, -2.157], [-0.654, -0.134, 0.760], [-1.616, 0.039, -0.587], [-0.064, 0.925, -0.723], [1.334, -2.887, 0.260], [0.357, -1.780, 1.276], [1.227, -2.148, -2.355], [0.461, -0.612, -2.764], [-0.537, -2.033, -2.528], [4.977, 0.257, 1.979], [6.185, 0.867, 1.155], [5.458, 0.250, 1.148], [-5.438, 3.669, 1.812], [-6.231, 2.489, 1.175], [-6.082, 3.432, 1.155]], "nbo_charge": [-0.65, 0.04, -0.42, -0.65, 0.22, 0.21, 0.22, 0.20, 0.18, 0.22, 0.21, 0.22, 0.48, 0.47, -0.95, 0.47, 0.47, -0.94]}